Record 1
Computed, not measured: C15H21NO4S in the gas phase, with the ωB97M-V functional and the def2-TZVPD basis.

```
42
C15H21NO4S | the OMol25 dataset | the ωB97M-V functional and the def2-TZVPD basis
C -3.262 -0.409 -2.424
C -3.402 -0.050 -0.972
C -4.212 1.016 -0.603
C -4.366 1.379 0.723
C -3.711 0.666 1.712
C -2.907 -0.402 1.363
C -2.742 -0.769 0.031
C -1.808 -1.887 -0.275
H -2.002 -2.768 0.334
H -1.760 -2.160 -1.323
S -0.106 -1.384 0.198
O -0.006 -1.426 1.635
O 0.820 -2.223 -0.525
C 0.106 0.326 -0.397
H 0.870 0.285 -1.169
H -0.840 0.632 -0.836
C 0.480 1.314 0.712
O 0.557 2.610 0.197
H 1.371 2.652 -0.353
H -0.333 1.330 1.448
C 1.772 0.908 1.456
N 2.807 0.346 0.617
C 3.280 0.899 -0.510
O 2.890 1.942 -1.012
C 4.350 -0.017 -1.073
H 3.906 -0.581 -1.896
C 4.703 -0.928 0.100
H 5.526 -0.497 0.673
H 4.986 -1.929 -0.214
C 3.422 -0.929 0.938
H 2.750 -1.745 0.650
H 3.618 -0.994 2.010
H 5.190 0.553 -1.463
H 1.520 0.160 2.206
H 2.149 1.810 1.954
H -2.380 -0.959 2.123
H -3.824 0.941 2.749
H -4.997 2.216 0.982
H -4.728 1.575 -1.370
H -3.599 -1.430 -2.603
H -2.227 -0.330 -2.755
H -3.864 0.259 -3.034
```

Output
- Multiplicity: 1
- SMILES string: Cc1ccccc1CS(=O)(=O)C[C@H](O)CN1CCCC1=O
- LUMO level: 0.6648 eV
- Gap between HOMO and LUMO: 9.96 eV
- Net charge: 0
- ΔE to the lowest compared entry with this formula, charge and spin: 0.759 eV

Atomic partial charges in e from the Mulliken method, atoms 1 to 6: C -1.57; C 1.13; C -0.79; C -0.67; C -0.77; C -0.46

=====

Record 2
Computed, not measured: a 6-piece molecular cluster, C41H54INO17S2 overall in a non-equilibrium geometry, with the ωB97M-V functional and the def2-TZVPD basis.

```
116
C41H54INO17S2 | the OMol25 dataset | the ωB97M-V functional and the def2-TZVPD basis
C -6.348 1.551 -1.820
C -7.540 1.034 -2.609
I -9.294 1.394 -1.375
C -7.735 1.762 -3.963
C -6.372 1.837 -4.658
O -5.876 0.841 -5.150
O -5.800 3.057 -4.623
C -4.744 3.242 -5.592
C -3.382 3.128 -4.902
C -3.153 4.372 -3.976
C -3.499 4.057 -2.500
S -2.128 3.342 -1.536
C -2.277 1.546 -1.676
S -2.882 0.731 -0.405
N -1.887 0.948 -2.883
C -0.520 1.232 -3.249
C -0.155 1.172 -4.574
C 1.106 1.471 -5.024
C 2.052 1.869 -4.101
C 1.706 1.909 -2.774
C 0.442 1.604 -2.335
C -2.221 -0.454 -2.988
C -1.361 -1.482 -2.670
C -1.818 -2.772 -2.779
C -3.091 -3.078 -3.178
C -3.947 -2.043 -3.522
C -3.491 -0.755 -3.412
H -6.326 1.139 -0.807
H -6.393 2.640 -1.705
H -5.386 1.297 -2.281
H -7.503 -0.043 -2.774
H -8.050 2.779 -3.714
H -8.469 1.248 -4.580
H -4.851 2.620 -6.481
H -4.843 4.280 -5.930
H -3.360 2.261 -4.238
H -2.549 3.124 -5.609
H -2.108 4.679 -4.052
H -3.819 5.193 -4.268
H -4.374 3.406 -2.492
H -3.770 4.983 -1.985
H -0.920 0.882 -5.295
H 1.301 1.417 -6.089
H 3.042 2.130 -4.459
H 2.476 2.236 -2.070
H 0.205 1.671 -1.277
H -0.356 -1.251 -2.330
H -1.172 -3.609 -2.521
H -3.468 -4.093 -3.244
H -4.967 -2.198 -3.858
H -4.160 0.062 -3.674
C 1.327 2.634 1.991
C 2.798 2.912 1.808
C 3.222 4.291 2.244
O 4.389 4.512 1.440
C 4.217 3.792 0.301
O 4.893 3.903 -0.670
O 3.168 2.935 0.418
H 0.720 3.414 1.526
H 1.054 1.689 1.518
H 1.076 2.581 3.051
H 3.391 2.134 2.298
H 3.459 4.352 3.304
H 2.486 5.059 1.993
C 7.851 2.478 2.139
C 7.645 1.020 2.448
C 7.664 0.125 1.238
O 6.870 -0.984 1.677
C 5.985 -0.493 2.590
O 5.043 -1.083 3.004
O 6.326 0.770 2.959
H 7.152 2.817 1.372
H 7.672 3.089 3.024
H 8.867 2.659 1.788
H 8.365 0.684 3.201
H 8.666 -0.194 0.960
H 7.174 0.571 0.368
C 5.446 -3.721 1.470
C 5.224 -5.180 1.165
C 3.907 -5.687 1.664
O 4.162 -7.090 1.819
C 5.492 -7.211 2.095
O 6.009 -8.208 2.480
O 6.141 -6.037 1.871
H 5.297 -3.518 2.530
H 6.465 -3.422 1.233
H 4.756 -3.100 0.898
H 5.350 -5.368 0.095
H 3.102 -5.504 0.955
H 3.634 -5.277 2.639
C -0.915 -4.743 1.373
C -0.293 -3.483 1.920
C -1.125 -2.248 1.712
O -0.133 -1.212 1.728
C 1.014 -1.770 1.266
O 1.981 -1.154 0.950
O 0.906 -3.126 1.208
H -1.204 -4.613 0.328
H -0.206 -5.570 1.409
H -1.800 -5.013 1.950
H -0.034 -3.620 2.974
H -1.862 -2.098 2.499
H -1.626 -2.225 0.740
C -2.195 0.301 7.525
C -2.093 -1.129 7.057
C -1.155 -1.333 5.895
O -1.688 -2.520 5.291
C -3.023 -2.527 5.559
O -3.805 -3.251 5.038
O -3.332 -1.595 6.496
H -2.426 0.969 6.694
H -2.997 0.411 8.255
H -1.258 0.622 7.982
H -1.839 -1.783 7.895
H -0.121 -1.480 6.202
H -1.201 -0.524 5.161
```

Output
- Multiplicity: 1
- SMILES string: C[C@@H](I)CC(=O)OCCCCSC(=S)N(c1ccccc1)c1ccccc1.C[C@@H]1COC(=O)O1.C[C@@H]1COC(=O)O1.C[C@@H]1COC(=O)O1.C[C@@H]1COC(=O)O1.C[C@@H]1COC(=O)O1
- LUMO level: -0.3411 eV
- Gap between HOMO and LUMO: 7.85 eV
- Net charge: 0

Atomic partial charges in e from the Mulliken method, atoms 1 to 6: C -0.58; C -0.50; I 0.02; C -0.71; C 0.64; O -0.59

=====

Record 3
Computed, not measured: a 5-piece molecular cluster, C3H14O4 overall in a non-equilibrium geometry, with the ωB97M-V functional and the def2-TZVPD basis.

```
21
C3H14O4 | the OMol25 dataset | the ωB97M-V functional and the def2-TZVPD basis
C -2.417 -2.278 2.405
C -0.951 -1.870 2.459
C -0.455 -0.687 2.791
H -2.621 -2.291 1.327
H -2.584 -3.311 2.701
H -3.011 -1.491 2.867
H -0.344 -2.745 2.188
H 0.390 -0.291 2.228
H -0.868 -0.044 3.561
H 3.633 -0.358 1.015
H 3.151 -1.239 2.133
O 2.864 -0.845 1.296
H 2.429 0.977 -5.138
H 2.003 2.177 -4.325
O 2.477 1.942 -5.118
H 0.189 -1.766 -0.639
H 1.052 -1.664 -1.848
O 0.212 -1.367 -1.496
H -2.609 3.517 -0.594
H -1.600 4.513 -0.879
O -2.550 4.391 -1.023
```

Output
- Multiplicity: 1
- SMILES string: C=CC.O.O.O.O
- LUMO level: 0.3157 eV
- Gap between HOMO and LUMO: 9.30 eV
- Net charge: 0
- ΔE to the lowest compared entry with this formula, charge and spin: 2.460 eV

Atomic partial charges in e from the Mulliken method, atoms 1 to 6: C -0.95; C -0.10; C -0.60; H 0.22; H 0.31; H 0.33

=====

Record 4
Computed, not measured: C2H9N3O in the gas phase in a non-equilibrium geometry, with the ωB97M-V functional and the def2-TZVPD basis.

```
15
C2H9N3O | the OMol25 dataset | the ωB97M-V functional and the def2-TZVPD basis
C -1.656 0.746 0.217
C -0.778 -0.372 -0.260
N 1.377 -1.213 0.070
N 1.239 1.152 -0.328
N 0.540 -0.064 0.178
O -1.117 -1.647 0.270
H -1.407 0.875 1.334
H -2.725 0.472 0.082
H -1.430 1.721 -0.263
H -0.862 -0.387 -1.535
H 1.819 -1.281 -0.963
H 2.183 -1.003 0.728
H 0.791 1.982 0.074
H 2.203 1.152 0.034
H -0.177 -2.132 0.361
```

Output
- Multiplicity: 1
- SMILES string: C[C@H](O)N(N)N
- LUMO level: 0.8834 eV
- Gap between HOMO and LUMO: 9.27 eV
- Net charge: 0
- ΔE to the lowest compared entry with this formula, charge and spin: 3.617 eV

Atomic partial charges in e from the Mulliken method, atoms 1 to 6: C -1.34; C 0.49; N -0.76; N -0.70; N 0.27; O -0.57

=====

Record 5
Computed, not measured: a 2-piece molecular cluster, C5H12O overall in a non-equilibrium geometry, with the ωB97M-V functional and the def2-TZVPD basis.

```
18
C5H12O | the OMol25 dataset | the ωB97M-V functional and the def2-TZVPD basis
C 1.465 -0.056 1.202
C 0.132 -0.820 1.359
C -1.098 -0.099 0.831
C -2.267 -0.299 1.396
C -0.888 0.946 -0.221
H 2.266 -0.569 1.715
H 1.653 0.051 0.135
H 1.362 0.985 1.519
H 0.206 -1.722 0.757
H 0.016 -1.059 2.418
H -3.119 0.260 1.049
H -2.441 -0.900 2.280
H -0.100 1.671 -0.043
H -0.792 0.500 -1.214
H -1.803 1.524 -0.334
H 0.965 -0.218 -4.302
H 2.566 -0.037 -3.952
O 1.878 -0.159 -4.598
```

Output
- Multiplicity: 1
- SMILES string: C=C(C)CC.O
- LUMO level: 0.6323 eV
- Gap between HOMO and LUMO: 10.01 eV
- Net charge: 0
- ΔE to the lowest compared entry with this formula, charge and spin: 1.161 eV

Atomic partial charges in e from the Mulliken method, atoms 1 to 6: C -1.24; C -0.32; C 0.81; C -1.03; C -1.23; H 0.36

=====

Record 6
Computed, not measured: a 2-piece molecular cluster, C3H3BrO2 overall in a non-equilibrium geometry, with the ωB97M-V functional and the def2-TZVPD basis.

```
9
C3H3BrO2 | the OMol25 dataset | the ωB97M-V functional and the def2-TZVPD basis
C -0.837 -0.132 -1.431
C 0.429 -0.334 1.159
C 0.790 0.412 -0.076
O -0.700 -0.867 -2.378
O 0.099 0.956 0.982
Br -2.351 0.710 -0.758
H -0.410 -0.996 1.164
H 1.231 -0.620 1.767
H 1.749 0.871 -0.429
```

Output
- Multiplicity: 1
- LUMO level: 0.2482 eV
- Gap between HOMO and LUMO: 9.33 eV
- Net charge: 0
- ΔE to the lowest compared entry with this formula, charge and spin: 3.294 eV

Atomic partial charges in e from the Mulliken method, atoms 1 to 6: C 0.30; C -0.29; C 0.00; O -0.41; O -0.31; Br -0.06

=====

| no. | E_HOMO (eV) |
| --- | --- |
| 1 | -9.291 |
| 2 | -8.193 |
| 3 | -8.988 |
| 4 | -8.384 |
| 5 | -9.376 |
| 6 | -9.079 |